(1)
DFT (ωB97M-V/def2-TZVPD) results for a structure of composition C19H43N6O16P3STb.

Last column: Löwdin spin population.
Geometry (Å):
Tb  0.157  0.178  -0.318  6.101
C  2.157  -1.438  -3.057  0.000
O  1.400  -1.710  -1.893  -0.008
C  1.420  -3.094  -1.594  0.000
C  0.495  -3.363  -0.398  -0.001
O  0.498  -2.324  0.569  -0.008
C  1.437  -2.461  1.613  0.000
C  2.823  -1.949  1.216  0.000
O  2.665  -0.689  0.578  -0.006
C  3.919  -0.193  0.139  0.000
H  1.674  -1.855  -3.949  0.000
H  3.164  -1.865  -2.974  0.000
H  2.231  -0.356  -3.130  0.000
H  2.456  -3.412  -1.390  0.000
H  1.051  -3.678  -2.450  0.000
H  0.756  -4.321  0.067  0.000
H  -0.529  -3.402  -0.770  0.000
H  1.502  -3.507  1.940  0.000
H  1.030  -1.857  2.430  0.000
H  3.311  -2.658  0.529  0.000
H  3.454  -1.848  2.112  0.000
H  4.586  -0.026  0.992  0.000
H  3.740  0.753  -0.367  0.000
H  4.394  -0.897  -0.556  0.000
N  -3.386  -3.425  1.292  0.000
C  -3.441  -1.975  0.979  0.000
C  -4.843  -1.433  1.115  0.000
P  -2.780  -1.919  -0.783  0.000
O  -3.855  -1.043  -1.587  0.000
O  -2.831  -3.364  -1.165  0.000
O  -1.454  -1.235  -0.855  -0.012
P  -2.172  -1.221  2.113  -0.001
O  -3.103  -0.512  3.262  0.000
O  -1.481  -2.396  2.724  0.000
O  -1.378  -0.104  1.511  -0.012
H  -3.175  -3.842  0.317  0.000
H  -4.241  -3.799  1.703  0.000
H  -2.558  -3.506  1.942  0.000
H  -5.480  -1.836  0.329  0.000
H  -4.827  -0.351  1.012  0.000
H  -5.265  -1.674  2.091  0.000
H  -3.511  -0.153  -1.704  0.000
H  -3.358  -1.144  3.936  0.000
N  -0.647  0.410  -2.715  -0.011
C  -0.401  0.494  -3.840  -0.001
N  -0.147  0.598  -5.105  0.000
C  0.700  1.653  -5.634  0.000
C  0.038  2.207  -6.899  0.000
O  -0.229  1.179  -7.824  0.000
C  -1.106  0.216  -7.290  0.000
C  -0.488  -0.446  -6.054  0.000
H  1.681  1.236  -5.894  0.000
H  0.830  2.436  -4.887  0.000
H  0.710  2.902  -7.404  0.000
H  -0.893  2.725  -6.629  0.000
H  -1.272  -0.524  -8.074  0.000
H  -2.063  0.683  -7.018  0.000
H  0.422  -0.980  -6.359  0.000
H  -1.189  -1.148  -5.600  0.000
O  3.133  3.073  -1.076  0.000
S  1.931  2.355  -0.820  -0.003
O  0.755  3.403  -1.176  0.000
O  1.725  1.161  -1.628  -0.010
O  1.735  2.007  0.586  -0.010
O  -0.904  2.044  -0.208  -0.012
O  -0.516  2.726  -1.342  0.002
C  0.932  3.742  4.197  0.000
N  -0.443  3.245  3.783  0.000
C  -1.002  2.406  4.921  0.000
N  -0.116  1.365  5.280  0.000
C  1.179  1.901  5.654  0.000
N  1.772  2.671  4.576  0.000
C  2.161  1.824  3.459  -0.001
P  0.730  0.937  2.625  -0.005
C  -0.370  2.463  2.528  0.000
C  -0.007  0.338  4.256  0.000
H  0.795  4.422  5.046  0.000
H  1.369  4.283  3.354  0.000
H  -1.053  4.050  3.623  0.000
H  -1.958  1.988  4.595  0.000
H  -1.157  3.068  5.781  0.000
H  1.844  1.077  5.911  0.000
H  1.055  2.548  6.528  0.000
H  2.868  1.082  3.839  0.000
H  2.665  2.417  2.696  0.000
H  -1.367  2.127  2.227  0.000
H  0.029  3.086  1.726  0.000
H  0.608  -0.473  4.653  0.000
H  -0.997  -0.071  4.064  0.000

Atoms 1-2, force components in eV/Å:
-0.1 -2.7 0.3
0.1 0.2 -0.1

The calculation puts the max |F| at 0.056 Eh/bohr. Its HOMO-LUMO gap (spin up / spin down) is 0.335 / 0.322 Ha. Its net charge is +1. As for the spin multiplicity: 7. The calculation puts the calculated total energy at -4528.8246 a.u.

(2)
DFT (ωB97M-V/def2-TZVPD) results for the molecule CH3BrClN.

Last column: natural (NBO) charge in e.
Geometry (Å):
C  0.098  0.949  0.496  -0.036
N  0.186  -0.066  -0.391  -0.838
Cl  0.311  2.490  -0.400  -0.029
Br  1.625  0.743  1.877  -0.122
H  -0.980  1.056  1.109  0.239
H  0.907  0.292  -1.009  0.391
H  0.317  -0.913  0.132  0.395

Atoms 1-2, force components in eV/Å:
-2.8 2.4 2.9
-0.5 0.0 -0.9

The calculation puts the max |F| at 0.091 Eh/bohr. Its HOMO-LUMO gap is 0.385 Ha. Its net charge is 0. The calculation puts the calculated total energy at -3128.8375 a.u. As for the SMILES: N[C@H](Cl)Br. The calculation puts the energy above the lowest of the compared OMol25 structures with the same formula, charge and spin at 16.1 kcal/mol.

(3)
DFT (ωB97M-V/def2-TZVPD) results for the ion C7H6IN2O with charge +1.

Last column: natural (NBO) charge in e.
Geometry (Å):
C  -0.417  -2.162  -0.079  -0.279
C  -1.356  -1.613  0.748  -0.099
C  0.528  -1.370  -0.760  -0.044
C  -1.486  -0.170  0.948  -0.271
C  0.535  -0.019  -0.511  0.051
C  -0.359  0.600  0.421  0.213
C  1.174  2.031  -0.034  0.728
N  1.463  0.958  -0.820  -0.542
N  0.137  1.805  0.756  -0.440
O  1.794  3.165  -0.032  -0.580
I  -3.773  -0.199  -0.110  0.261
H  -0.356  -3.234  -0.187  0.254
H  -2.030  -2.259  1.292  0.254
H  1.274  -1.830  -1.391  0.245
H  -1.868  0.182  1.901  0.290
H  2.227  0.855  -1.470  0.442
H  2.512  3.260  -0.674  0.517

Atoms 1-2, force components in eV/Å:
-0.4 -0.2 0.2
0.2 -0.3 -0.2

The calculation puts the max |F| at 0.040 Eh/bohr. Its HOMO-LUMO gap (spin up / spin down) is 0.226 / 0.226 Ha. Its net charge is +1. The calculation puts the calculated total energy at -752.5047 a.u. As for the SMILES: OC1=[N+]=C2C(=CC=C[C@@H]2I)N1. The calculation puts the energy above the lowest of the compared OMol25 structures with the same formula, charge and spin at 0.0 kcal/mol.

(4)
DFT (ωB97M-V/def2-TZVPD) results for a structure of composition C47H39INiO3S2.

Last column: Löwdin spin population.
Geometry (Å):
Ni  -1.375  -1.032  -1.429  1.566
C  6.549  -3.123  -1.030  0.000
C  5.174  -2.510  -1.057  0.001
C  4.983  -1.215  -1.537  0.000
C  3.720  -0.648  -1.601  0.003
C  2.639  -1.400  -1.167  0.009
C  2.786  -2.693  -0.691  0.001
C  4.062  -3.236  -0.636  0.000
S  1.053  -0.597  -1.261  0.031
O  1.128  0.378  -2.392  0.009
C  1.095  0.225  0.348  0.000
C  1.133  -0.655  1.465  0.000
C  1.173  -0.143  2.716  0.000
C  1.124  1.264  2.931  0.000
C  1.098  1.803  4.241  0.000
C  0.967  3.147  4.438  0.000
C  0.858  4.016  3.327  0.000
C  0.898  3.522  2.055  0.000
C  1.040  2.128  1.823  0.000
C  1.039  1.578  0.492  0.001
C  0.921  2.529  -0.665  0.001
C  2.027  3.352  -1.019  0.000
C  3.286  3.239  -0.363  0.000
C  4.334  4.028  -0.731  0.000
C  4.187  4.980  -1.773  0.000
C  2.997  5.102  -2.421  0.000
C  1.887  4.287  -2.067  0.000
C  0.656  4.383  -2.758  0.000
C  -0.391  3.573  -2.439  0.001
C  -0.242  2.655  -1.378  0.002
S  -1.662  1.575  -1.136  0.008
O  -2.643  1.955  -2.203  0.005
C  -2.280  2.136  0.416  0.000
C  -2.826  3.415  0.450  0.000
C  -3.319  3.891  1.651  0.000
C  -3.282  3.102  2.803  0.000
C  -3.841  3.615  4.104  0.000
C  -2.749  1.820  2.722  0.000
C  -2.246  1.317  1.529  0.000
H  7.323  -2.357  -0.996  0.000
H  6.722  -3.726  -1.924  0.000
H  6.677  -3.775  -0.166  0.000
H  5.839  -0.638  -1.868  0.000
H  3.567  0.351  -1.989  0.000
H  1.925  -3.272  -0.376  0.000
H  4.193  -4.247  -0.265  0.000
H  1.112  -1.725  1.314  0.000
H  1.210  -0.806  3.573  0.000
H  1.167  1.126  5.084  0.000
H  0.940  3.549  5.443  0.000
H  0.738  5.081  3.486  0.000
H  0.803  4.197  1.214  0.000
H  3.406  2.512  0.432  0.000
H  5.286  3.929  -0.226  0.000
H  5.025  5.606  -2.054  0.000
H  2.877  5.820  -3.225  0.000
H  0.561  5.101  -3.564  0.000
H  -1.325  3.602  -2.982  0.000
H  -2.860  4.022  -0.447  0.000
H  -3.736  4.890  1.698  0.000
H  -3.988  4.695  4.077  0.000
H  -3.174  3.381  4.936  0.000
H  -4.806  3.154  4.320  0.000
H  -2.724  1.196  3.609  0.000
H  -1.863  0.302  1.444  0.000
I  -3.851  -0.925  -2.319  0.087
C  -3.799  -2.981  -2.357  0.002
C  -4.971  -3.667  -2.398  0.005
C  -4.931  -5.082  -2.477  0.000
C  -3.733  -5.724  -2.541  0.003
C  -2.508  -5.002  -2.516  0.002
C  -1.265  -5.673  -2.640  0.002
C  -0.111  -4.951  -2.666  0.003
C  -0.145  -3.542  -2.498  0.021
C  -1.300  -2.827  -2.311  0.087
C  -2.512  -3.589  -2.389  0.012
H  -5.923  -3.153  -2.377  0.002
H  -5.857  -5.643  -2.508  0.000
H  -3.695  -6.804  -2.622  0.000
H  -1.254  -6.753  -2.730  0.000
H  0.840  -5.458  -2.795  0.001
H  0.809  -3.025  -2.523  0.002
C  -1.472  -3.457  1.683  0.002
C  -2.355  -2.511  0.887  0.010
C  -3.464  -1.934  1.756  0.002
O  -1.561  -1.492  0.353  0.114
H  -2.042  -4.285  2.117  0.000
H  -0.982  -2.917  2.501  0.000
H  -0.700  -3.879  1.032  0.000
H  -2.839  -3.111  0.097  0.002
H  -3.055  -1.488  2.671  0.000
H  -4.181  -2.706  2.051  0.000
H  -4.000  -1.153  1.211  0.000

Atoms 1-2, force components in eV/Å:
-0.1 -0.7 -0.6
0.0 0.0 0.0

The calculation puts the max |F| at 0.018 Eh/bohr. Its HOMO-LUMO gap (spin up / spin down) is 0.281 / 0.283 Ha. Its net charge is 0. As for the spin multiplicity: 3. The calculation puts the calculated total energy at -4642.4606 a.u. The calculation puts the energy above the lowest of the compared OMol25 structures with the same formula, charge and spin at 19.3 kcal/mol.

(5)
DFT (ωB97M-V/def2-TZVPD) results for a structure of composition C13H11AsN2O8ReS5.

Last column: natural (NBO) charge in e.
Geometry (Å):
Re  -0.029  0.325  -0.019  1.067
O  -0.253  -0.530  4.036  -0.597
C  -0.542  -0.611  2.861  0.776
O  -0.280  0.292  1.972  -0.756
C  -1.346  -1.805  2.381  -0.255
C  -2.020  -2.507  3.356  -0.091
C  -2.819  -3.588  3.021  -0.028
C  -2.998  -3.942  1.703  -0.127
C  -2.297  -3.277  0.716  -0.075
C  -1.398  -2.205  1.019  0.449
O  -0.646  -1.672  0.079  -0.722
N  -2.548  -3.731  -0.647  0.532
O  -3.611  -4.283  -0.858  -0.368
O  -1.692  -3.568  -1.499  -0.382
N  -3.487  -4.359  4.066  0.532
O  -4.190  -5.290  3.717  -0.375
O  -3.296  -4.025  5.219  -0.364
H  -1.907  -2.205  4.387  0.282
H  -3.668  -4.745  1.435  0.282
O  -3.166  4.073  -4.858  -0.528
C  -2.649  3.399  -4.022  0.215
S  -3.341  3.107  -2.408  0.372
C  -2.030  2.122  -1.816  -0.407
C  -0.987  1.877  -2.679  -0.434
S  0.405  0.988  -2.197  0.099
S  -1.085  2.568  -4.268  0.359
S  -2.035  1.555  -0.205  0.113
C  4.350  -2.531  -0.428  -0.962
As  2.432  -2.265  -0.355  1.469
C  1.831  -2.698  -2.133  -0.958
C  1.884  -3.563  0.976  -0.944
S  2.327  -0.220  0.262  -0.484
H  4.604  -3.564  -0.663  0.241
H  4.774  -2.258  0.536  0.255
H  4.758  -1.869  -1.190  0.253
H  2.301  -3.640  -2.415  0.248
H  2.162  -1.900  -2.796  0.260
H  0.752  -2.788  -2.168  0.285
H  2.306  -4.527  0.691  0.247
H  0.804  -3.639  1.057  0.259
H  2.302  -3.245  1.929  0.263

Atoms 1-2, force components in eV/Å:
-1.6 -1.7 0.5
0.0 0.1 -0.3

The calculation puts the max |F| at 0.047 Eh/bohr. Its HOMO-LUMO gap (spin up / spin down) is 0.192 / 0.229 Ha. Its net charge is 0. As for the spin multiplicity: 2. The calculation puts the calculated total energy at -5518.2607 a.u. The calculation puts the energy above the lowest of the compared OMol25 structures with the same formula, charge and spin at 14.8 kcal/mol.

(6)
DFT (ωB97M-V/def2-TZVPD) results for a cluster of 2 separate species, C6H16 in total.

Last column: natural (NBO) charge in e.
Geometry (Å):
C  -2.136  -0.514  1.882  -0.418
C  -2.227  -0.960  0.436  -0.616
C  -0.868  0.210  2.464  -0.600
H  -1.957  -1.524  2.488  0.199
H  -3.213  -0.067  2.145  0.208
H  -1.846  -1.918  0.240  0.208
H  -3.228  -0.822  -0.003  0.216
H  -0.380  -0.614  3.189  0.200
H  -1.581  -0.322  -0.315  0.189
H  -1.115  1.016  3.214  0.213
H  -0.249  0.624  1.777  0.201
C  1.994  0.023  -2.122  -0.420
C  1.032  1.229  -2.174  -0.609
C  2.283  -0.097  -0.579  -0.627
H  1.345  -0.892  -2.375  0.219
H  2.872  0.467  -2.838  0.214
H  1.120  1.731  -3.210  0.195
H  1.812  -1.075  -0.241  0.211
H  3.390  -0.136  -0.479  0.214
H  1.027  2.009  -1.500  0.201
H  -0.003  0.828  -2.007  0.197
H  1.927  0.803  0.007  0.205

Atoms 1-2, force components in eV/Å:
-1.1 -1.9 2.4
1.1 3.0 -2.4

The calculation puts the max |F| at 0.103 Eh/bohr. Its HOMO-LUMO gap is 0.426 Ha. Its net charge is 0. The calculation puts the calculated total energy at -238.0855 a.u. As for the SMILES: CCC.CCC. The calculation puts the energy above the lowest of the compared OMol25 structures with the same formula, charge and spin at 69.7 kcal/mol.

(7)
DFT (ωB97M-V/def2-TZVPD) results for the molecule C5H8S3.

Last column: natural (NBO) charge in e.
Geometry (Å):
C  3.092  0.570  0.074  -0.787
C  0.659  -0.745  0.393  -0.278
C  -0.648  -0.940  -0.331  -0.459
C  -2.924  0.149  -0.316  -0.662
C  -0.517  0.328  0.212  -0.421
H  3.642  0.407  1.013  0.221
H  2.305  1.396  0.244  0.233
H  4.059  0.767  -0.675  0.246
H  0.669  -1.066  1.470  0.242
H  -0.514  -1.026  -1.425  0.237
H  -3.705  0.409  -1.244  0.239
H  -3.562  0.187  0.571  0.215
H  -0.849  0.214  1.270  0.201
S  2.108  -0.701  -0.702  0.256
S  -2.233  -1.545  -0.170  0.265
S  -1.581  1.596  -0.383  0.251

Atoms 1-2, force components in eV/Å:
1.4 1.8 -1.0
-0.2 0.9 -0.3

The calculation puts the max |F| at 0.090 Eh/bohr. Its HOMO-LUMO gap is 0.330 Ha. Its net charge is 0. The calculation puts the calculated total energy at -1389.7024 a.u. As for the SMILES: CSC1[C@H]2SCS[C@H]12. The calculation puts the energy above the lowest of the compared OMol25 structures with the same formula, charge and spin at 102.4 kcal/mol.